# 1
An isolated molecule of C2H4N2O2 at a distorted geometry. Source: the Open Molecules 2025 dataset; level of theory: wB97M-V/def2-TZVPD.

Last column: natural (NBO) charge in e.
Cartesian coordinates (Å):
C  -0.1629  0.4722  -0.0394  -0.09
C  1.2388  0.7506  0.0546  -0.10
H  -2.8142  -1.2078  0.3643  0.49
H  -0.8965  1.3959  -0.1563  0.20
H  1.3836  1.9905  0.2099  0.23
H  0.6553  -1.1457  -0.1924  0.46
N  -0.9442  -0.5308  0.0602  -0.16
N  2.1927  -0.1473  -0.1579  0.00
O  -2.2698  -0.2659  -0.1503  -0.52
O  1.6172  -1.3116  0.0074  -0.50

Its energy relative to the best compared isomer or geometry (same formula, charge and spin) is 173.5 kcal/mol.

# 2
A cluster of 4 separate species, C4H16NO3 in total at a distorted geometry. Source: the Open Molecules 2025 dataset; level of theory: wB97M-V/def2-TZVPD.

Last column: natural (NBO) charge in e.
Cartesian coordinates (Å):
C  -0.6479  0.0399  2.8031  -0.61
C  0.7340  0.5786  2.5480  -0.44
C  1.0926  0.4727  1.0608  -0.12
C  0.8027  -0.6256  0.3659  -0.06
N  1.0532  -0.6402  -1.0988  -0.73
H  -0.6965  -0.9406  2.9005  0.20
H  -1.3319  0.4578  2.0692  0.21
H  -1.2139  0.4738  3.6265  0.23
H  1.4651  0.1983  3.1507  0.23
H  0.6547  1.6725  2.8419  0.22
H  1.4229  1.3227  0.6388  0.19
H  0.5306  -1.4877  0.7738  0.21
H  1.9012  -1.3195  -1.2681  0.45
H  0.1879  -0.8505  -1.6008  0.48
H  1.5237  0.2226  -1.3907  0.45
H  3.5300  0.8848  -1.3080  0.49
H  2.9513  1.2177  -2.7243  0.50
O  3.1233  0.4931  -2.0790  -0.96
H  -2.1676  -0.6750  -1.6101  0.52
H  -1.7770  -1.4712  -2.9791  0.50
O  -1.5347  -1.3301  -2.0314  -1.01
H  -3.8106  1.2549  -1.7412  0.51
H  -4.2421  -0.3121  -1.5158  0.50
O  -3.5508  0.3631  -1.4316  -0.98

Its energy relative to the best compared isomer or geometry (same formula, charge and spin) is 46.4 kcal/mol. Its total charge is +1.

# 3
A structure of composition C12H33N4O5 at a distorted geometry. Source: the Open Molecules 2025 dataset; level of theory: wB97M-V/def2-TZVPD.

Last column: natural (NBO) charge in e.
Cartesian coordinates (Å):
O  0.0557  -0.2597  0.4933  -0.92
H  -0.1505  0.3386  -0.2510  0.48
C  2.2388  -2.2113  -0.1000  -0.73
C  2.9516  -0.9197  -0.2375  0.67
O  4.0804  -0.8589  -0.4916  -0.38
N  2.1450  0.2696  0.0072  -0.64
H  2.0137  0.6786  -0.9068  0.43
H  1.1760  0.0171  0.1392  0.40
C  2.6957  1.1069  1.2533  -0.38
H  1.4424  -2.0189  0.6189  0.19
H  2.8551  -2.9848  0.3583  0.32
H  1.8166  -2.5821  -1.0339  0.23
H  2.2792  0.6182  2.1341  0.21
H  2.4093  2.1554  1.1719  0.27
H  3.7762  0.9630  1.2557  0.27
C  -0.4452  4.1598  0.4551  -0.73
C  0.1616  2.7122  0.2300  0.74
O  1.3140  2.4323  -0.0463  -0.55
N  -0.6466  1.5965  0.9089  -0.64
H  -1.5679  1.4410  0.5252  0.42
H  -0.0581  0.8423  0.5850  0.39
C  -0.6020  1.7082  2.4833  -0.40
H  -1.5296  4.1271  0.5607  0.25
H  -0.2423  4.9298  -0.2892  0.30
H  -0.0447  4.5081  1.4072  0.29
H  0.2081  1.0186  2.7204  0.21
H  -1.4256  1.1742  2.9572  0.26
H  -0.4822  2.7129  2.8886  0.27
C  -0.0428  -1.3754  3.1602  -0.71
C  -0.9321  -2.2849  2.2157  0.69
O  -1.7536  -3.0716  2.7216  -0.40
N  -0.9602  -1.9407  0.6772  -0.67
H  -0.5152  -1.0694  0.4265  0.40
H  -0.3509  -2.5910  0.2018  0.41
C  -2.4886  -1.9282  0.1687  -0.42
H  0.2705  -0.4735  2.6344  0.18
H  0.8580  -1.9029  3.4739  0.28
H  -0.6726  -1.0978  4.0053  0.29
H  -2.4165  -1.6780  -0.8898  0.20
H  -3.1080  -1.2939  0.8029  0.25
H  -2.7317  -2.9802  0.3179  0.28
C  -1.6082  0.8592  -4.2667  -0.76
C  -1.6022  -0.4550  -3.5800  0.69
O  -2.6080  -1.0928  -3.3698  -0.41
N  -0.3299  -1.1085  -3.0464  -0.58
H  -0.3344  -2.1181  -3.0169  0.46
H  0.4801  -0.9917  -3.6383  0.46
C  -0.2149  -0.7341  -1.6069  -0.40
H  -2.4991  1.4428  -4.0347  0.31
H  -1.7140  0.7025  -5.3402  0.33
H  -0.7586  1.4794  -3.9812  0.24
H  -0.8720  -1.3630  -1.0063  0.26
H  -0.3659  0.3206  -1.3769  0.17
H  0.8459  -0.9288  -1.4494  0.24

Its total charge is +3.

# 4
An isolated molecule of C18H26N6. Source: the Open Molecules 2025 dataset; level of theory: wB97M-V/def2-TZVPD.

Last column: natural (NBO) charge in e.
Cartesian coordinates (Å):
C  -4.8790  -1.5826  -0.5732  -0.63
C  -3.4340  -1.8546  -0.2842  -0.01
C  -2.7089  -2.7745  -1.0268  -0.23
C  -1.3695  -2.9912  -0.7584  -0.19
C  -0.7355  -2.2935  0.2583  0.12
C  -1.4558  -1.3908  1.0444  0.00
C  -2.7934  -1.1822  0.7496  -0.17
H  -3.3602  -0.4803  1.3458  0.20
C  -0.7930  -0.6884  2.1871  -0.65
H  -0.3045  -1.4089  2.8422  0.22
H  -0.0236  -0.0145  1.8125  0.23
H  -1.5149  -0.1156  2.7644  0.21
N  0.6422  -2.5030  0.5074  -0.59
C  1.5887  -1.5978  0.1883  0.61
N  1.1949  -0.4209  -0.3099  -0.60
C  2.1689  0.4037  -0.6543  0.47
N  3.4599  0.1634  -0.4756  -0.58
C  3.7498  -1.0270  0.0610  0.59
N  2.8572  -1.9601  0.3823  -0.59
N  5.0468  -1.2922  0.3038  -0.78
H  5.3049  -2.2171  0.5945  0.40
H  5.7365  -0.6520  -0.0446  0.41
C  1.8241  1.7050  -1.3392  -0.25
N  0.6435  2.4067  -0.8886  -0.45
C  0.7055  2.7689  0.5165  -0.23
C  -0.0709  4.0632  0.7745  -0.41
H  -0.0042  4.6633  -0.1334  0.21
C  -1.5365  3.8578  1.1623  -0.39
H  -1.5986  3.6244  2.2284  0.20
C  -2.2489  2.7476  0.3845  -0.41
C  -1.8302  2.6427  -1.0812  -0.42
H  -1.6554  3.6337  -1.4998  0.20
H  -2.6456  2.1817  -1.6440  0.21
C  -0.5962  1.7641  -1.2903  -0.21
H  -0.5043  1.5495  -2.3595  0.19
H  -0.7483  0.8068  -0.7704  0.20
H  -3.3253  2.9288  0.4439  0.21
H  -2.0599  1.7834  0.8591  0.19
H  -2.0626  4.8033  1.0088  0.20
H  0.4176  4.6244  1.5740  0.21
H  1.7576  2.9381  0.7608  0.20
H  0.3387  1.9675  1.1741  0.17
H  2.6903  2.3652  -1.2339  0.22
H  1.7035  1.4844  -2.4057  0.22
H  0.9760  -3.4426  0.6630  0.41
H  -0.8043  -3.6999  -1.3468  0.21
H  -3.1886  -3.3204  -1.8262  0.21
H  -5.4836  -1.7440  0.3183  0.22
H  -5.2469  -2.2290  -1.3657  0.21
H  -5.0115  -0.5460  -0.8811  0.22

Its energy relative to the best compared isomer or geometry (same formula, charge and spin) is 0.0 kcal/mol.

no.,frontier orbital gap (eV)
1,9.28
2,11.02
3,9.68
4,8.95